[1]
C4H11N2O | ωB97M-V/def2-TZVPD

Properties
LUMO level (spin up / spin down) (eV): -8.85 / -14.11
Frontier orbital gap (spin up / spin down) (Eh): 0.353 / 0.159
HOMO level (spin up / spin down) (eV): -18.46 / -18.43

Geometry as ORCA input:
```
! wB97M-V def2-TZVPD RIJCOSX def2/J DEFGRID3
* xyz 2 2
O -0.45007 0.12508 -1.66273
C -1.21577 0.73218 -0.87735
C -1.40582 0.33895 0.59628
N -2.71977 0.84792 1.01657
H -1.78395 1.58021 -1.30686
H -1.26055 -0.75210 0.65711
H -0.59855 0.87941 1.11203
H -3.42798 0.25304 0.55685
H -2.85409 0.54035 2.00954
C 2.24337 -1.02942 0.07086
C 1.65330 -1.44196 1.22658
N 1.94451 0.27245 -0.52225
H 2.82377 -1.58967 -0.66687
H 1.84270 -2.42945 1.64135
H 1.04368 -0.69812 1.78803
H 1.00036 0.21215 -1.02127
H 1.96658 1.01182 0.17723
H 2.62486 0.55067 -1.20374
*
```

---

[2]
C5H15N2 | ωB97M-V/def2-TZVPD

Properties
LUMO level (eV): -2.69
Frontier orbital gap (Eh): 0.436
SMILES: C[C@H](N)[N+](C)(C)C
HOMO level (eV): -14.57

Geometry as ORCA input:
```
! wB97M-V def2-TZVPD RIJCOSX def2/J DEFGRID3
* xyz 1 1
C 1.64909 -0.61734 -0.68939
C 0.90378 0.28948 0.26403
N 1.08800 0.17297 1.65506
N -0.67628 0.15478 -0.08091
C -1.16667 -1.11099 0.41768
C -1.22270 1.31231 0.60040
C -0.76376 0.20067 -1.59195
H 1.33145 -0.63790 -1.64790
H 1.60153 -1.67215 -0.31333
H 2.71136 -0.14551 -0.77457
H 1.04888 1.30397 -0.04147
H 2.07207 0.44532 1.78023
H 1.10841 -0.74315 2.09698
H -0.26547 -1.79105 0.42329
H -1.43028 -1.05483 1.40051
H -1.79237 -1.57386 -0.24618
H -2.24437 1.28015 0.72331
H -0.77445 1.41272 1.63138
H -0.98832 2.19086 0.09372
H 0.10362 0.90977 -1.82642
H -0.49616 -0.85154 -1.96495
H -1.79736 0.52533 -1.90954
*
```

---

[3]
C6H10O | ωB97M-V/def2-TZVPD

Properties
LUMO level (eV): 0.88
Frontier orbital gap (Eh): 0.344
HOMO level (eV): -8.49

Geometry as ORCA input:
```
! wB97M-V def2-TZVPD RIJCOSX def2/J DEFGRID3
* xyz 0 1
C 1.49119 -0.53357 -0.50327
C 0.68496 0.37118 0.41537
C 0.12976 1.70371 -0.16292
C -1.28851 1.26878 0.22261
O -1.89038 0.49510 -0.85340
C -1.49845 -0.69710 -0.40372
C -0.77293 -0.06083 0.78809
H 1.69159 -1.49848 -0.02505
H 2.45177 -0.06826 -0.75202
H 0.95631 -0.73305 -1.43819
H 1.24855 0.56341 1.33453
H 0.47564 2.59503 0.36623
H 0.25946 1.85119 -1.23969
H -1.99939 1.96212 0.67465
H -0.30521 -3.67584 0.01946
H -0.67684 -3.07477 -0.22528
H -0.95753 -0.46862 1.78260
*
```

---

Looking at largest force on an atom for the records above, in order, we have 5.8; 4.6; 0.3 eV/Å.
Looking at energy above the lowest of the compared OMol25 structures with the same formula, charge and spin for the records above, in order, we have 73.3; 51.2; 106.2 kcal per mole.